Entry 1:
{"formula": "C24H60F2K2NO16S2", "method": "ωB97M-V/def2-TZVPD", "species": ["K", "K", "N", "S", "O", "O", "F", "S", "O", "O", "F", "C", "O", "C", "C", "O", "C", "H", "H", "H", "H", "H", "H", "H", "H", "H", "H", "C", "O", "C", "C", "O", "C", "H", "H", "H", "H", "H", "H", "H", "H", "H", "H", "C", "O", "C", "C", "O", "C", "H", "H", "H", "H", "H", "H", "H", "H", "H", "H", "C", "O", "C", "C", "O", "C", "H", "H", "H", "H", "H", "H", "H", "H", "H", "H", "C", "O", "C", "C", "O", "C", "H", "H", "H", "H", "H", "H", "H", "H", "H", "H", "C", "O", "C", "C", "O", "C", "H", "H", "H", "H", "H", "H", "H", "H", "H", "H"], "coordinates": [[0.507, 0.944, 4.481], [-1.531, -1.305, 2.747], [-0.208, 0.884, 1.849], [1.335, 0.581, 1.116], [2.355, 1.481, 1.511], [1.375, -0.189, -0.048], [1.657, -0.560, 2.270], [-0.742, 1.685, 0.603], [-1.541, 0.940, -0.286], [0.004, 2.803, 0.126], [-1.818, 2.543, 1.497], [-3.348, -4.590, 3.470], [-2.732, -3.918, 2.380], [-2.210, -4.818, 1.435], [-1.779, -4.074, 0.205], [-0.736, -3.167, 0.544], [0.574, -3.666, 0.251], [-2.707, -5.404, 3.824], [-4.285, -5.044, 3.132], [-3.536, -3.894, 4.280], [-2.950, -5.577, 1.136], [-1.346, -5.349, 1.859], [-2.575, -3.422, -0.172], [-1.569, -4.731, -0.642], [0.580, -4.190, -0.704], [0.903, -4.376, 1.022], [1.241, -2.809, 0.279], [8.835, -3.562, -2.591], [7.464, -3.235, -2.603], [7.199, -2.082, -3.363], [5.769, -1.678, -3.137], [5.683, -0.966, -1.909], [4.390, -1.009, -1.382], [9.176, -3.972, -3.547], [8.973, -4.338, -1.836], [9.445, -2.708, -2.282], [7.302, -2.330, -4.433], [7.877, -1.243, -3.173], [5.191, -2.607, -3.060], [5.368, -1.069, -3.954], [3.760, -0.605, -2.196], [4.199, -0.320, -0.561], [3.989, -1.994, -1.114], [-0.337, -2.312, -2.903], [0.316, -3.535, -3.146], [0.446, -3.831, -4.514], [0.743, -5.308, -4.657], [0.806, -5.656, -6.013], [1.781, -6.639, -6.302], [-1.430, -2.353, -2.927], [0.072, -1.537, -3.558], [-0.048, -2.020, -1.890], [1.244, -3.251, -5.001], [-0.459, -3.607, -5.096], [-0.066, -5.854, -4.147], [1.672, -5.538, -4.120], [2.798, -6.257, -6.173], [1.651, -6.899, -7.351], [1.631, -7.534, -5.691], [-2.529, 4.631, -1.274], [-2.294, 5.868, -1.901], [-0.954, 6.256, -1.768], [-0.701, 7.561, -2.463], [-0.288, 7.317, -3.793], [-0.425, 8.450, -4.613], [-1.980, 3.826, -1.785], [-3.574, 4.373, -1.447], [-2.269, 4.633, -0.212], [-0.269, 5.501, -2.181], [-0.704, 6.346, -0.697], [0.068, 8.158, -1.956], [-1.622, 8.162, -2.423], [-0.100, 8.183, -5.618], [0.173, 9.306, -4.282], [-1.479, 8.743, -4.697], [2.193, 4.390, 2.806], [1.521, 4.149, 4.041], [0.144, 4.370, 3.949], [-0.454, 4.390, 5.329], [-0.413, 3.121, 5.925], [-0.825, 3.178, 7.284], [2.306, 5.462, 2.627], [1.630, 3.975, 1.965], [3.153, 3.886, 2.841], [-0.339, 3.528, 3.417], [-0.148, 5.267, 3.396], [-1.498, 4.724, 5.175], [-0.041, 5.202, 5.938], [-1.797, 3.675, 7.368], [-0.072, 3.681, 7.890], [-1.011, 2.166, 7.645], [-5.422, -1.567, 3.963], [-4.194, -0.860, 3.877], [-4.308, 0.496, 3.513], [-4.733, 0.709, 2.069], [-3.816, 0.109, 1.186], [-4.270, -1.093, 0.578], [-5.803, -1.858, 2.981], [-6.159, -0.952, 4.485], [-5.228, -2.472, 4.530], [-3.364, 1.049, 3.579], [-4.980, 0.980, 4.235], [-4.622, 1.791, 1.919], [-5.776, 0.491, 1.820], [-5.154, -0.901, -0.033], [-4.479, -1.873, 1.317], [-3.451, -1.456, -0.040]], "charge": 1, "relative_energy_kj_mol": 0.0, "orbital_gap_ha": 0.2695, "multiplicity": 1}

Entry 2:
{"formula": "C24H60F4K3N2O24P4S4", "method": "ωB97M-V/def2-TZVPD", "species": ["K", "K", "K", "N", "S", "O", "O", "F", "S", "O", "O", "F", "N", "S", "O", "O", "F", "S", "O", "O", "F", "C", "C", "O", "P", "O", "O", "C", "C", "O", "C", "C", "H", "H", "H", "H", "H", "H", "H", "H", "H", "H", "H", "H", "H", "H", "H", "C", "C", "O", "P", "O", "O", "C", "C", "O", "C", "C", "H", "H", "H", "H", "H", "H", "H", "H", "H", "H", "H", "H", "H", "H", "H", "C", "C", "O", "P", "O", "O", "C", "C", "O", "C", "C", "H", "H", "H", "H", "H", "H", "H", "H", "H", "H", "H", "H", "H", "H", "H", "C", "C", "O", "P", "O", "O", "C", "C", "O", "C", "C", "H", "H", "H", "H", "H", "H", "H", "H", "H", "H", "H", "H", "H", "H", "H"], "coordinates": [[5.470, -4.858, -3.354], [6.090, 3.974, -3.548], [1.978, 6.074, -2.432], [5.695, 7.710, -1.701], [6.621, 7.568, -0.224], [6.354, 8.398, 0.974], [8.013, 7.180, -0.392], [6.004, 6.115, 0.158], [6.393, 8.978, -2.039], [7.730, 8.910, -2.579], [6.088, 10.193, -1.253], [5.464, 9.123, -3.344], [2.729, 1.658, -2.624], [3.051, 0.483, -1.433], [3.434, -0.843, -1.822], [2.364, 0.605, -0.168], [4.456, 1.130, -1.052], [1.657, 0.841, -3.382], [0.561, 0.180, -2.630], [2.090, 0.178, -4.584], [0.916, 2.077, -3.990], [-3.187, 2.061, 1.013], [-2.339, 3.100, 1.600], [-3.147, 4.126, 2.209], [-3.058, 5.696, 1.796], [-1.962, 6.046, 0.859], [-4.456, 6.037, 1.085], [-5.699, 5.704, 1.633], [-6.641, 5.607, 0.415], [-3.056, 6.559, 3.109], [-1.802, 6.815, 3.727], [-1.453, 5.713, 4.701], [-3.563, 2.301, 0.019], [-2.670, 1.103, 0.946], [-4.097, 1.800, 1.553], [-1.596, 2.822, 2.347], [-1.821, 3.471, 0.716], [-5.725, 4.764, 2.185], [-6.117, 6.400, 2.360], [-6.447, 6.424, -0.280], [-6.375, 4.705, -0.137], [-7.726, 5.594, 0.518], [-1.008, 7.070, 3.025], [-1.827, 7.764, 4.262], [-0.692, 4.975, 4.446], [-1.123, 6.239, 5.597], [-2.397, 5.222, 4.938], [0.382, -7.563, 3.433], [0.587, -7.805, 1.905], [-0.089, -6.772, 1.218], [0.607, -5.393, 0.729], [1.938, -5.569, 0.080], [0.729, -4.593, 2.195], [-0.413, -3.937, 2.742], [-0.437, -4.063, 4.264], [-0.482, -4.633, -0.155], [-0.683, -4.987, -1.522], [-2.062, -4.556, -1.798], [1.139, -8.140, 3.964], [0.508, -6.520, 3.723], [-0.621, -7.880, 3.720], [1.645, -7.856, 1.645], [0.282, -8.817, 1.638], [-0.458, -2.863, 2.561], [-1.292, -4.346, 2.244], [0.558, -4.242, 4.671], [-0.813, -3.207, 4.824], [-1.020, -4.934, 4.562], [0.033, -4.510, -2.191], [-0.529, -5.979, -1.946], [-2.227, -4.496, -2.874], [-2.848, -5.049, -1.226], [-2.258, -3.537, -1.465], [4.357, -1.869, 5.046], [5.407, -2.639, 5.929], [5.071, -3.944, 5.709], [6.139, -5.183, 5.778], [7.142, -5.102, 6.865], [6.781, -5.170, 4.302], [6.127, -4.727, 3.129], [6.958, -3.569, 2.709], [5.168, -6.501, 5.840], [5.790, -7.743, 6.159], [6.372, -8.295, 4.813], [4.398, -2.278, 4.036], [3.373, -2.118, 5.442], [4.577, -0.801, 5.058], [6.399, -2.513, 5.496], [5.428, -2.344, 6.978], [6.162, -5.541, 2.404], [5.078, -4.480, 3.288], [6.479, -2.906, 1.988], [7.084, -2.840, 3.509], [7.916, -3.912, 2.318], [6.651, -7.655, 6.822], [4.965, -8.379, 6.479], [7.099, -9.070, 5.055], [5.640, -8.608, 4.068], [7.031, -7.597, 4.297], [-7.058, 0.763, -4.457], [-6.022, 0.046, -5.407], [-5.984, 0.607, -6.754], [-4.932, 1.784, -7.126], [-3.544, 1.320, -7.153], [-5.409, 2.334, -8.610], [-6.700, 2.351, -9.069], [-6.982, 1.234, -10.164], [-5.285, 3.034, -6.168], [-4.382, 4.088, -6.096], [-4.085, 4.220, -4.669], [-8.034, 0.931, -4.912], [-7.140, 0.250, -3.499], [-6.657, 1.730, -4.153], [-5.098, 0.083, -4.830], [-6.219, -1.003, -5.626], [-7.418, 2.375, -8.249], [-6.794, 3.338, -9.521], [-6.669, 0.235, -9.860], [-7.968, 1.139, -10.617], [-6.377, 1.466, -11.040], [-3.401, 3.977, -6.558], [-4.721, 5.098, -6.325], [-4.974, 4.613, -4.176], [-3.781, 3.276, -4.216], [-3.308, 4.945, -4.428]], "charge": 1, "orbital_gap_ha": 0.2582, "multiplicity": 1}

Number 1: E_LUMO -3.474 eV. Number 2: E_LUMO -4.128 eV.